HO2PS in the gas phase at a distorted geometry, computed with wB97M-V/def2-TZVPD.

Results
**Kohn-Sham gap (alpha / beta)**: 8.22 / 8.22 eV
**Spin multiplicity**: 1
**SMILES**: O=S(=O)=P
**Energy relative to the best compared isomer or geometry (same formula, charge and spin)**: 230.17 kJ/mol

Geometry (Å):
O  3.35  0.60  0.04
O  1.80  -1.41  0.08
P  0.35  1.14  0.02
S  2.06  0.01  -0.08
H  -0.11  -0.18  -0.02

How is the electron density shared among the atoms? According to natural (NBO), the charges in e are: -0.83 -0.85 -0.03 1.71 0.00



HO2PS in the gas phase at a distorted geometry, computed with wB97M-V/def2-TZVPD.

Results
**Kohn-Sham gap**: 8.71 eV
**Spin multiplicity**: 1
**SMILES**: O=S(=O)=P
**Energy relative to the best compared isomer or geometry (same formula, charge and spin)**: 228.42 kJ/mol

Geometry (Å):
O  -1.90  -0.53  0.08
O  -0.28  1.40  -0.01
P  1.16  -1.09  0.03
S  -0.56  -0.01  0.00
H  1.58  0.22  -0.10

How is the electron density shared among the atoms? According to natural (NBO), the charges in e are: -0.83 -0.86 -0.03 1.72 0.00



A gas-phase ion, HO3S3 (charge -1) at a distorted geometry, computed with wB97M-V/def2-TZVPD.

Results
**Kohn-Sham gap**: 7.35 eV
**Spin multiplicity**: 1
**Net charge**: -1
**SMILES**: O=S(=O)([S-])OS
**Energy relative to the best compared isomer or geometry (same formula, charge and spin)**: 251.83 kJ/mol

Geometry (Å):
O  1.45  -0.45  0.69
O  -0.79  -0.73  -0.45
O  0.18  1.52  -0.12
S  -2.09  -1.00  0.70
S  2.02  0.43  -2.02
S  0.74  0.22  -0.42
H  -1.50  0.01  1.62

natural (NBO) population analysis, charges in e, atoms 1 to 6: -0.96 -0.94 -0.97 0.23 -0.55 2.04



2 unconnected molecules or ions with the total composition HO3S3 at a distorted geometry, computed with wB97M-V/def2-TZVPD.

Results
**Kohn-Sham gap (alpha / beta)**: 3.94 / 5.58 eV
**Spin multiplicity**: 3
**Expectation value of S²**: 2.01
**Net charge**: -1
**Energy relative to the best compared isomer or geometry (same formula, charge and spin)**: 0.00 kJ/mol

Geometry (Å):
O  0.73  -0.50  1.11
O  -2.32  0.45  -1.78
O  -2.67  0.62  0.60
S  1.61  -0.77  -0.42
S  3.02  0.49  -0.90
S  -1.71  0.23  -0.47
H  1.35  -0.52  1.85

natural (NBO) population analysis, charges in e, atoms 1 to 6: -0.83 -1.02 -1.02 0.54 -0.24 1.11



A gas-phase ion, HO3S3 (charge -1) at a distorted geometry, computed with wB97M-V/def2-TZVPD.

Results
**Kohn-Sham gap (alpha / beta)**: 6.92 / 6.37 eV
**Spin multiplicity**: 3
**Expectation value of S²**: 2.01
**Net charge**: -1
**Energy relative to the best compared isomer or geometry (same formula, charge and spin)**: 1.94 kJ/mol

Geometry (Å):
O  0.57  1.17  0.31
O  0.76  -0.56  -1.20
O  1.65  -1.04  1.04
S  -1.98  0.62  -0.81
S  -1.10  -1.07  0.88
S  0.73  -0.31  0.20
H  -0.63  1.18  -0.42

natural (NBO) population analysis, charges in e, atoms 1 to 6: -0.99 -1.01 -0.97 -0.16 -0.40 2.25



A molecular structure, HO5S2 at a distorted geometry, computed with wB97M-V/def2-TZVPD.

Results
**Kohn-Sham gap**: 7.90 eV
**Spin multiplicity**: 1
**Net charge**: -1
**Energy relative to the best compared isomer or geometry (same formula, charge and spin)**: 81.93 kJ/mol

Geometry (Å):
O  0.31  0.05  -1.50
O  0.87  -1.15  0.52
O  2.21  0.78  -0.15
O  -1.73  -0.82  0.25
O  -0.10  1.08  0.69
S  -1.70  0.87  0.43
S  0.93  0.16  -0.17
H  -0.78  -0.97  -0.07

natural (NBO) population analysis, charges in e, atoms 1 to 6: -1.02 -1.00 -0.97 -0.89 -0.89 0.74



A molecular structure, Hg2I at a distorted geometry, computed with wB97M-V/def2-TZVPD.

Results
**Kohn-Sham gap**: 6.99 eV
**Spin multiplicity**: 1
**Net charge**: +3
**Energy relative to the best compared isomer or geometry (same formula, charge and spin)**: 37.30 kJ/mol

Geometry (Å):
Hg  -17.48  -4.37  -8.00
Hg  -18.49  -0.61  -9.00
I  -19.99  -3.11  -8.40

How is the electron density shared among the atoms? According to natural (NBO), the charges in e are: 1.41 1.43 0.16



A molecular structure, Hg4O8S2 at a distorted geometry, computed with wB97M-V/def2-TZVPD.

Results
**Kohn-Sham gap**: 2.11 eV
**Spin multiplicity**: 1
**Net charge**: +4
**Energy relative to the best compared isomer or geometry (same formula, charge and spin)**: 85.52 kJ/mol

Geometry (Å):
Hg  -1.80  -3.62  -1.66
Hg  2.23  0.21  0.07
Hg  0.52  -3.61  3.59
Hg  -1.63  0.83  0.03
S  0.07  -1.66  0.69
O  0.21  -0.31  1.29
O  -1.24  -1.62  -0.11
O  1.24  -1.86  -0.19
O  -0.12  -2.74  1.73
S  0.12  2.91  -1.13
O  0.67  1.67  -0.41
O  0.54  4.14  -0.49
O  0.56  2.96  -2.50
O  -1.37  2.72  -0.90

natural (NBO) population analysis, charges in e, atoms 1 to 6: 1.19 1.78 1.74 1.67 2.56 -1.05



A molecular structure, I2Mn at a distorted geometry, computed with wB97M-V/def2-TZVPD.

Results
**Kohn-Sham gap (alpha / beta)**: 7.38 / 7.22 eV
**Spin multiplicity**: 6
**Expectation value of S²**: 8.76
**Energy relative to the best compared isomer or geometry (same formula, charge and spin)**: 34.56 kJ/mol

Geometry (Å):
Mn  0.31  -0.88  -0.18
I  -0.04  0.82  -2.17
I  -0.28  0.06  2.35

How is the electron density shared among the atoms? According to natural (NBO), the charges in e are: 1.27 -0.62 -0.64



A molecular structure, I2OS at a distorted geometry, computed with wB97M-V/def2-TZVPD.

Results
**Kohn-Sham gap**: 7.11 eV
**Spin multiplicity**: 1
**Energy relative to the best compared isomer or geometry (same formula, charge and spin)**: 250.16 kJ/mol

Geometry (Å):
O  -0.53  2.06  -0.12
S  2.26  -0.20  1.38
I  3.90  0.23  -0.30
I  0.18  0.42  -0.03

How is the electron density shared among the atoms? According to natural (NBO), the charges in e are: -0.95 -0.32 0.11 1.16



2 unconnected molecules or ions with the total composition I2S2 at a distorted geometry, computed with wB97M-V/def2-TZVPD.

Results
**Kohn-Sham gap (alpha / beta)**: 4.23 / 4.24 eV
**Spin multiplicity**: 1
**Energy relative to the best compared isomer or geometry (same formula, charge and spin)**: 316.98 kJ/mol

Geometry (Å):
S  3.16  0.05  -1.07
S  -1.46  -0.84  1.00
I  1.42  0.67  0.33
I  -3.12  0.13  -0.27

How is the electron density shared among the atoms? According to natural (NBO), the charges in e are: -0.31 -0.31 0.45 0.17



A molecular structure, IK at a distorted geometry, computed with wB97M-V/def2-TZVPD.

Results
**Kohn-Sham gap (alpha / beta)**: 10.73 / 6.71 eV
**Spin multiplicity**: 2
**Expectation value of S²**: 0.75
**Net charge**: +1

Geometry (Å):
K  -1.29  0.55  0.54
I  1.29  -0.55  -0.54

How is the electron density shared among the atoms? According to natural (NBO), the charges in e are: 0.98 0.02



2 unconnected molecules or ions with the total composition IO2S at a distorted geometry, computed with wB97M-V/def2-TZVPD.

Results
**Kohn-Sham gap**: 5.28 eV
**Spin multiplicity**: 1
**Net charge**: -1
**Energy relative to the best compared isomer or geometry (same formula, charge and spin)**: 24.52 kJ/mol

Geometry (Å):
O  0.19  1.26  0.00
O  0.58  -1.18  0.02
S  -0.38  -0.09  -0.08
I  -4.62  -0.06  0.00

How is the electron density shared among the atoms? According to natural (NBO), the charges in e are: -0.84 -0.85 1.67 -0.99



A molecular structure, IO2S2 at a distorted geometry, computed with wB97M-V/def2-TZVPD.

Results
**Kohn-Sham gap (alpha / beta)**: 7.24 / 7.36 eV
**Spin multiplicity**: 1
**Net charge**: -1
**Energy relative to the best compared isomer or geometry (same formula, charge and spin)**: 351.01 kJ/mol

Geometry (Å):
O  -0.38  -1.11  -2.11
O  0.98  1.59  0.77
S  1.04  -1.06  -0.46
S  0.08  0.68  0.06
I  -1.72  -0.11  1.73

How is the electron density shared among the atoms? According to natural (NBO), the charges in e are: -0.73 -0.93 -0.06 1.05 -0.33



A molecular structure, IO4V2 at a distorted geometry, computed with wB97M-V/def2-TZVPD.

Results
**Kohn-Sham gap (alpha / beta)**: 4.34 / 5.94 eV
**Spin multiplicity**: 2
**Expectation value of S²**: 0.76
**Energy relative to the best compared isomer or geometry (same formula, charge and spin)**: 22.45 kJ/mol

Geometry (Å):
O  21.41  -1.21  -3.45
V  22.08  -2.36  -2.68
O  23.24  -3.14  -3.54
O  18.63  -7.53  -2.28
V  17.69  -6.26  -2.47
O  16.65  -6.06  -1.35
I  19.84  -4.18  -2.60

natural (NBO) population analysis, charges in e, atoms 1 to 6: -0.41 1.49 -0.49 -0.73 1.33 -0.68



N2 in the gas phase at a distorted geometry, computed with wB97M-V/def2-TZVPD.

Results
**Kohn-Sham gap**: 9.20 eV
**Spin multiplicity**: 1
**SMILES**: N#N
**Energy relative to the best compared isomer or geometry (same formula, charge and spin)**: 937.72 kJ/mol

Geometry (Å):
N  0.00  0.00  0.87
N  0.00  0.00  -0.87

How is the electron density shared among the atoms? According to natural (NBO), the charges in e are: 0.00 0.00



2 unconnected molecules or ions with the total composition N2O2S at a distorted geometry, computed with wB97M-V/def2-TZVPD.

Results
**Kohn-Sham gap (alpha / beta)**: 6.49 / 5.94 eV
**Spin multiplicity**: 1
**Energy relative to the best compared isomer or geometry (same formula, charge and spin)**: 632.89 kJ/mol

Geometry (Å):
N  1.62  0.51  -0.03
N  -1.13  0.32  0.11
O  2.33  -0.36  -0.05
O  -0.14  -0.33  -0.01
S  -2.67  -0.13  -0.03

How is the electron density shared among the atoms? According to natural (NBO), the charges in e are: 0.46 -0.12 -0.09 -0.32 0.07



N2O4 in the gas phase at a distorted geometry, computed with wB97M-V/def2-TZVPD.

Results
**Kohn-Sham gap**: 10.44 eV
**Spin multiplicity**: 1
**SMILES**: O=[N+]([O-])[N+](=O)[O-]
**Energy relative to the best compared isomer or geometry (same formula, charge and spin)**: 0.00 kJ/mol

Geometry (Å):
N  0.17  0.72  0.41
N  -0.20  -0.71  -0.45
O  -0.76  1.33  0.77
O  -1.32  -0.76  -0.66
O  1.33  0.75  0.55
O  0.78  -1.33  -0.62

How is the electron density shared among the atoms? According to natural (NBO), the charges in e are: 0.54 0.57 -0.28 -0.26 -0.29 -0.28



A gas-phase ion, N2O7P (charge -1) at a distorted geometry, computed with wB97M-V/def2-TZVPD.

Results
**Kohn-Sham gap**: 10.10 eV
**Spin multiplicity**: 1
**Net charge**: -1
**SMILES**: O=NO[P@](=O)([O-])O[N+](=O)[O-]
**Energy relative to the best compared isomer or geometry (same formula, charge and spin)**: 0.00 kJ/mol

Geometry (Å):
N  -0.61  -0.32  1.96
N  -0.04  1.32  -1.32
O  0.94  1.19  -2.00
O  0.44  -1.69  -1.29
O  -0.27  -1.38  1.18
O  -0.91  2.11  -1.50
O  2.07  -0.52  0.48
O  -1.69  -0.33  2.56
O  -0.24  0.56  -0.22
P  0.83  -0.94  -0.11

natural (NBO) population analysis, charges in e, atoms 1 to 6: 0.36 0.74 -0.40 -1.09 -0.62 -0.41



A molecular structure, N2O8S2 at a distorted geometry, computed with wB97M-V/def2-TZVPD.

Results
**Kohn-Sham gap (alpha / beta)**: 7.67 / 7.67 eV
**Spin multiplicity**: 1
**Energy relative to the best compared isomer or geometry (same formula, charge and spin)**: 41.90 kJ/mol

Geometry (Å):
N  0.41  1.23  2.54
N  -1.08  0.38  0.21
O  1.39  0.51  2.31
O  -0.58  0.78  -0.71
O  -0.53  1.34  1.79
O  -1.97  -0.17  0.70
O  -1.18  -1.10  -2.51
O  2.97  -0.50  0.18
O  1.00  -1.35  -3.35
O  0.62  -1.09  0.13
S  1.87  -1.13  0.95
S  0.05  -0.43  -2.79

natural (NBO) population analysis, charges in e, atoms 1 to 6: 0.42 0.79 -0.47 -0.14 -0.37 -0.13



| no. | calculated total energy (eV) |
| --- | --- |
| 1 | -24232.8305 |
| 2 | -24232.8487 |
| 3 | -38663.9078 |
| 4 | -38663.7856 |
| 5 | -38663.7655 |
| 6 | -31924.9444 |
| 7 | -16410.7345 |
| 8 | -54688.7512 |
| 9 | -47522.8588 |
| 10 | -29080.7832 |
| 11 | -37868.8683 |
| 12 | -24419.2245 |
| 13 | -23033.0982 |
| 14 | -33864.4249 |
| 15 | -67663.1294 |
| 16 | -2971.3593 |
| 17 | -17904.2193 |
| 18 | -11163.3828 |
| 19 | -26599.7528 |
| 20 | -41020.8795 |